1.
Formula: C14H20ClF3MgO2Si
Source: the Open Molecules 2025 dataset
Level of theory: the ωB97M-V functional and the def2-TZVPD basis

## Properties
Net charge: +2
Electronic energy, Eh: -1944.50847
Kohn-Sham gap, eV: 2.0
E_LUMO, hartree: -0.439

Last column: Mulliken charge in e.
Element x y z (Å)
C1 1.215 -0.669 3.018  -0.24
C2 0.278 -0.347 2.333  -0.62
C3 -0.843 0.004 1.464  0.16
Si1 -0.232 0.304 -0.296  -0.57
C4 -1.534 -0.112 -1.575  -0.60
C5 -2.962 0.300 -1.220  -0.87
O1 -3.563 -0.500 -0.202  -0.34
C6 -3.667 -1.828 -0.474  0.80
C7 -4.038 -2.622 0.734  -1.12
O2 -3.499 -2.272 -1.580  -0.56
C8 0.348 2.085 -0.488  -0.88
C9 1.486 2.503 0.471  -0.31
C10 0.990 2.825 1.831  0.20
F1 -0.164 3.490 1.915  -0.33
C11 1.609 2.483 2.973  0.45
F2 1.092 2.588 4.151  -0.20
F3 2.821 1.992 2.993  -0.21
C12 1.258 -0.881 -0.562  -0.68
Cl1 0.715 -2.569 -0.545  -0.08
C13 2.080 -0.644 -1.828  -0.51
C14 3.431 -1.409 -1.703  -1.13
H1 2.038 -1.029 3.595  0.41
H2 -1.540 -0.835 1.464  -0.11
H3 -1.346 0.900 1.831  0.58
H4 -1.481 -1.174 -1.813  0.65
H5 -1.274 0.417 -2.499  0.44
H6 -2.969 1.316 -0.824  0.39
H7 -3.585 0.316 -2.113  0.43
H8 -3.362 -2.442 1.567  0.29
H9 -4.099 -3.672 0.474  0.34
H10 -5.025 -2.297 1.068  0.32
H11 0.674 2.266 -1.515  0.38
H12 -0.521 2.723 -0.326  0.68
H13 1.971 3.399 0.058  0.43
H14 2.274 1.752 0.550  0.13
H15 1.921 -0.769 0.302  0.63
H16 1.544 -1.002 -2.709  0.52
H17 2.229 0.446 -1.914  0.88
H18 3.759 -1.855 -2.679  0.04
H19 3.315 -2.288 -1.065  0.52
H20 4.220 -0.781 -1.246  0.45
Mg1 4.333 -0.305 -3.313  1.21

=====

2.
Formula: C24H23GeN2O2Y
Source: the Open Molecules 2025 dataset
Level of theory: the ωB97M-V functional and the def2-TZVPD basis

## Properties
Relative energy (zero: lowest compared OMol25 entry of this formula, charge and spin), kJ/mol: 26.3
Spin multiplicity: 2
Net charge: +1
Electronic energy, Eh: -3303.41594
Kohn-Sham gap (spin up / spin down), eV: 6.6 / 7.5
E_LUMO (spin up / spin down), hartree: -0.129 / -0.167

Last column: Mulliken charge in e.
Element x y z (Å)
Y1 0.024 0.045 0.671  1.18
C1 2.247 -1.118 0.032  -0.60
C2 1.416 -2.135 0.553  -0.46
C3 1.190 -1.852 1.922  -0.81
C4 1.907 -0.679 2.252  -0.28
C5 2.551 -0.217 1.081  -0.46
H1 2.593 -1.017 -0.985  0.49
H2 1.044 -2.989 0.004  0.48
H3 0.620 -2.469 2.603  0.52
H4 1.974 -0.206 3.222  0.58
H5 3.136 0.684 0.978  0.46
N1 -0.703 -0.488 -1.676  -0.63
N2 -0.887 0.845 -2.146  -0.18
C6 0.092 1.818 -1.778  0.57
O1 0.143 2.833 -2.419  -0.61
O2 0.796 1.492 -0.725  -0.39
H6 0.024 -0.974 -2.199  0.27
H7 -1.563 -1.001 -1.840  0.27
H8 -1.128 0.927 -3.125  0.30
C7 -3.716 -0.233 4.446  -0.49
C8 -2.346 -0.455 4.468  -0.87
C9 -1.494 0.436 3.831  0.18
C10 -1.998 1.570 3.172  0.33
C11 -3.382 1.773 3.154  -0.36
C12 -4.230 0.881 3.795  -0.68
Ge1 -0.776 2.664 2.151  -1.28
C13 -1.523 3.770 0.783  0.75
C14 -0.913 4.978 0.436  -0.15
C15 -1.394 5.721 -0.630  -0.69
C16 -2.481 5.265 -1.360  -0.48
C17 -3.098 4.067 -1.025  -0.79
C18 -2.618 3.320 0.038  -0.25
C19 0.916 3.083 2.944  0.72
C20 1.984 3.434 2.109  -0.13
C21 3.241 3.660 2.648  -0.75
C22 3.447 3.521 4.014  -0.48
C23 2.397 3.161 4.848  -0.67
C24 1.135 2.939 4.318  -0.21
H9 -4.384 -0.924 4.943  0.41
H10 -1.944 -1.313 4.991  0.46
H11 -0.420 0.273 3.885  0.56
H12 -3.797 2.642 2.659  0.50
H13 -5.297 1.058 3.791  0.43
H14 -0.064 5.344 1.001  0.43
H15 -0.915 6.654 -0.895  0.43
H16 -2.850 5.845 -2.195  0.41
H17 -3.949 3.717 -1.595  0.42
H18 -3.110 2.386 0.292  0.38
H19 1.839 3.514 1.037  0.50
H20 4.063 3.941 2.002  0.44
H21 4.430 3.696 4.432  0.42
H22 2.560 3.060 5.913  0.43
H23 0.318 2.672 4.977  0.45

=====

3.
Formula: CHBrClFN5O2
Source: the Open Molecules 2025 dataset
Level of theory: the ωB97M-V functional and the def2-TZVPD basis

## Properties
Relative energy (zero: lowest compared OMol25 entry of this formula, charge and spin), kJ/mol: 253.7
Net charge: +1
Electronic energy, Eh: -3596.28881
Kohn-Sham gap (spin up / spin down), eV: 6.7 / 6.7
E_LUMO (spin up / spin down), hartree: -0.275 / -0.275

Last column: Mulliken charge in e.
Element x y z (Å)
C1 1.599 -3.007 -2.214  0.31
N1 1.328 -0.974 -1.458  -0.73
N2 0.731 -3.672 -2.738  0.28
N3 1.924 1.000 -2.519  -0.47
N4 2.739 -3.513 -1.488  1.01
N5 1.702 0.019 -1.908  1.18
O1 2.357 -3.863 -0.399  -0.40
O2 3.789 -3.546 -2.040  -0.43
F1 -0.370 -3.935 -3.282  -0.03
Cl1 -2.319 -1.729 1.160  -0.23
Br1 3.176 2.251 -2.496  0.27
H1 -1.516 -2.697 0.626  0.23

=====

4.
Formula: C2H8IN3OS
Source: the Open Molecules 2025 dataset
Level of theory: the ωB97M-V functional and the def2-TZVPD basis

## Properties
Relative energy (zero: lowest compared OMol25 entry of this formula, charge and spin), kJ/mol: 53.3
Electronic energy, Eh: -1016.21567
Kohn-Sham gap, eV: 8.9
E_LUMO, hartree: 0.010

Last column: Mulliken charge in e.
Element x y z (Å)
C1 1.014 -1.534 -1.643  -0.38
C2 -1.324 0.924 -0.624  -0.84
N1 1.295 0.864 -0.129  -0.14
N2 0.276 -2.360 -1.018  -0.39
N3 1.519 2.018 -0.981  -0.52
O1 -0.555 1.381 1.904  -0.59
S1 0.026 0.416 0.493  0.39
I1 -3.137 -0.113 -0.375  0.09
H1 2.069 -1.346 -1.489  0.28
H2 0.370 -0.993 -2.426  0.30
H3 -0.966 0.649 -1.710  0.27
H4 -1.516 1.999 -0.456  0.49
H5 0.803 -3.145 -0.594  0.22
H6 -0.517 0.908 2.825  0.33
H7 2.532 2.028 -1.298  0.26
H8 0.984 1.910 -1.867  0.23